[1]
This record from OMol25 describes 5 unconnected molecules or ions with the total composition C3H17NO4. The level of theory is ωB97M-V/def2-TZVPD.

Each line ends with the natural charge from an NBO analysis.
CARTESIAN COORDINATES (ANGSTROEM)
C 1.6127 1.9497 -1.7642  -0.6298
C 0.2753 2.2903 -1.1753  -0.2377
N -0.0933 1.4063 -0.0980  -0.6051
C -1.4387 1.7740 0.3932  -0.4196
H 1.9870 2.3332 -2.7135  0.2232
H 1.7437 0.8638 -1.8367  0.2124
H 2.4539 2.3440 -1.1633  0.2001
H -0.4623 2.2924 -2.0069  0.1830
H 0.2235 3.3849 -1.0073  0.1630
H 0.5577 1.6408 0.6450  0.3480
H -1.7143 1.3929 1.3768  0.1904
H -1.6256 2.8544 0.4135  0.1750
H -2.1008 1.2495 -0.3038  0.1973
H 1.5222 -2.6115 0.3245  0.5140
H 1.6547 -3.3024 -1.0874  0.4799
O 1.0470 -3.0528 -0.3938  -0.9852
H -0.9746 -1.0936 -1.2733  0.4899
H -0.6142 -2.4253 -0.5189  0.5090
O -1.2268 -1.6694 -0.5258  -0.9973
H -1.5476 -1.6973 1.2465  0.5074
H -1.9056 -0.7798 2.3383  0.4682
O -1.5938 -1.6819 2.2371  -0.9679
H 0.9483 -3.2560 2.3105  0.4694
H 0.1859 -1.8923 2.2975  0.5059
O 1.0855 -2.3138 2.2853  -0.9932

Force components x, y, z for each atom (eV/Å):
C 2.20 -0.48 0.40
C -0.68 1.34 -2.51
N -0.16 1.06 1.08
C -0.22 -0.71 -0.75
H -1.20 0.33 -0.47
H -0.07 0.11 0.16
H -0.41 -0.47 0.51
H -0.04 -0.88 0.46
H 0.26 -0.21 0.93
H 0.18 -0.40 0.14
H 0.58 -0.17 0.09
H -0.02 -0.06 -0.19
H -0.41 0.56 0.10
H -0.02 0.09 0.17
H 0.29 0.01 -0.05
O -0.13 -0.35 -0.11
H 0.03 -0.45 0.83
H 0.29 0.36 -0.32
O -0.55 0.18 -0.46
H -0.02 -0.23 0.39
H -0.11 0.19 0.52
O 0.00 0.27 -1.03
H -0.32 -0.42 0.17
H 0.57 -0.64 0.16
O -0.04 0.96 -0.21

Calculated values
**E**: -13066.6013 eV
**Frontier orbital gap**: 10.05 eV
**ΔE to the lowest compared entry with this formula, charge and spin**: 11.5 kcal per mole
**SMILES string**: CCNC.O.O.O.O

---

[2]
This record from OMol25 describes 5 unconnected molecules or ions with the total composition C3H17NO4. The level of theory is ωB97M-V/def2-TZVPD.

Each line ends with the natural charge from an NBO analysis.
CARTESIAN COORDINATES (ANGSTROEM)
C 1.9744 0.6094 -1.9234  -0.6361
C 0.7772 -0.3461 -2.0177  -0.2293
N -0.2644 -0.3086 -0.9601  -0.6626
C -1.0423 0.9125 -1.1587  -0.4260
H 1.4820 1.5595 -1.6330  0.2042
H 2.4876 0.5929 -2.8767  0.2202
H 2.5554 0.1671 -1.1100  0.2180
H 1.1310 -1.4055 -2.1475  0.1863
H 0.3325 -0.3525 -3.0276  0.1931
H 0.2086 -0.1915 -0.0635  0.3681
H -1.9075 0.8907 -1.8145  0.1998
H -1.6238 1.1077 -0.2504  0.2016
H -0.4238 1.7692 -1.4467  0.1750
H -2.0521 -2.1886 0.1986  0.4765
H -0.5705 -2.1365 -0.3053  0.5021
O -1.1562 -2.4993 0.3874  -0.9715
H -0.6132 2.2334 2.8822  0.4785
H -0.6674 0.8269 2.1024  0.4876
O -0.1248 1.5047 2.5015  -0.9676
H 1.9635 -0.1392 3.0318  0.4673
H 2.3577 0.9359 2.2146  0.4687
O 2.0754 0.0147 2.0810  -0.9329
H -2.6428 -1.6873 2.3056  0.4786
H -1.7027 -0.9867 1.2528  0.4842
O -2.5538 -0.8827 1.7771  -0.9839

Force components x, y, z for each atom (eV/Å):
C -1.95 -0.76 1.04
C 0.16 -2.64 -1.41
N 0.81 1.03 -1.39
C -1.07 0.49 1.06
H 1.23 -0.06 -0.33
H 0.26 0.43 0.07
H 0.46 0.73 -0.11
H 0.20 0.61 0.94
H -0.60 1.00 0.46
H 0.18 -0.06 -0.14
H 0.38 -0.82 -0.98
H 0.65 0.40 0.38
H -0.26 0.07 0.27
H 0.30 -0.30 -0.53
H -0.78 0.05 0.14
O 0.45 -0.71 -0.08
H -0.73 -0.28 -0.19
H -0.72 0.18 0.27
O 1.18 0.37 0.16
H -0.39 -0.83 -0.26
H -0.19 -0.05 -0.97
O 0.68 0.60 0.98
H 0.34 0.20 -0.18
H -1.35 -0.31 1.29
O 0.76 0.67 -0.46

Calculated values
**E**: -13065.6077 eV
**Frontier orbital gap**: 10.13 eV
**ΔE to the lowest compared entry with this formula, charge and spin**: 34.4 kcal per mole
**SMILES string**: CCNC.O.O.O.O

---

Summary of LUMO energy in eV
0.64, 0.65
(order as listed above)